(1)
# C5H8N

C5H8N as an isolated structure (ωB97M-V with the def2-TZVPD basis set, the OMol25 dataset).

Output
Electronic energy, eV: -6792.809
HOMO, eV: -13.79
Total charge: +1
Relative energy (zero: lowest compared OMol25 entry of this formula, charge and spin), eV: 5.2791

Geometry (Å):
H (0.638, -0.110, 2.744)
H (-1.923, -1.376, 0.247)
H (-1.559, 0.715, -1.759)
H (-0.824, 1.143, 0.468)
C (0.125, -1.422, 1.122)
C (0.892, -0.144, 0.496)
H (1.664, -0.231, -0.250)
H (2.066, -1.004, 2.074)
C (-0.984, -0.941, 0.526)
N (-0.456, 0.314, -0.018)
H (0.079, 1.400, -1.747)
C (-0.525, 0.538, -1.467)
H (-0.157, -0.344, -1.990)
C (1.080, -0.599, 1.884)

***

(2)
# C13H16Cl2N2O2

One molecule with the formula C13H16Cl2N2O2 (ωB97M-V with the def2-TZVPD basis set, the OMol25 dataset).

Output
SMILES: O=C(NCCN1CCOCC1)c1ccc(Cl)c(Cl)c1
Electronic energy, eV: -45860.934
HOMO, eV: -9.13
Total charge: 0
Relative energy (zero: lowest compared OMol25 entry of this formula, charge and spin), eV: 0.4412

Geometry (Å):
H (-0.601, 6.497, -0.946)
N (-1.145, 3.864, -0.746)
C (-2.107, 2.777, -0.687)
H (0.444, 2.830, 0.123)
C (-0.421, 5.907, -1.857)
C (-0.893, -1.537, 0.448)
Cl (1.854, -5.089, 0.109)
H (0.669, -0.671, 1.659)
O (-3.062, -0.572, 0.523)
C (-1.861, -0.397, 0.536)
N (-1.289, 0.826, 0.636)
C (-0.445, -3.761, -0.362)
H (-3.093, 1.716, 0.915)
C (1.196, -2.609, 0.967)
Cl (2.733, -2.570, 1.747)
H (-0.294, 0.912, 0.511)
C (0.235, 3.411, -0.777)
H (2.209, 4.305, -0.876)
H (-0.554, 6.541, -2.735)
H (-3.095, 3.224, -0.815)
H (-1.960, 2.047, -1.503)
C (0.804, -3.733, 0.243)
H (0.436, 2.787, -1.667)
O (0.916, 5.467, -1.883)
C (-1.392, 4.728, -1.890)
H (-2.268, -2.686, -0.705)
H (1.035, 5.183, 0.151)
C (0.351, -1.515, 1.066)
H (-1.265, 4.183, -2.842)
C (1.169, 4.624, -0.787)
H (-0.746, -4.639, -0.911)
C (-2.081, 2.035, 0.658)
H (-2.417, 5.102, -1.834)
H (-1.706, 2.709, 1.432)
C (-1.288, -2.673, -0.253)

***

Record order is preserved below.
F_max: 1.26; 0.42 eV Å⁻¹